Entry 1:
ORCA calculation (ωB97M-V with the def2-TZVPD basis set) on a gas-phase ion, C5H12NO (charge +1) at a distorted geometry.

Geometry as XYZ:
```
19
Properties=species:S:1:pos:R:3:lowdin_charge:R:1
C 1.052 1.651 0.314 0.014
C 0.547 0.198 0.114 -0.354
C 1.612 -0.837 0.233 0.006
N -0.090 0.201 -1.294 0.169
C -0.965 -0.066 -0.032 -0.299
C -1.588 -1.387 0.376 0.064
O -1.737 1.194 0.168 0.046
H 0.386 2.431 0.435 0.056
H 1.552 1.807 -0.633 0.098
H 1.696 1.643 1.226 0.119
H 2.554 -0.312 0.120 0.102
H 1.405 -1.537 -0.585 0.092
H 1.523 -1.470 1.142 0.123
H -0.518 1.020 -1.908 0.243
H 0.073 -0.650 -1.889 0.182
H -2.385 -1.722 -0.157 0.067
H -1.934 -1.148 1.353 0.106
H -0.770 -2.073 0.234 0.093
H -2.413 1.058 0.784 0.075
```

The LUMO energy comes out at -3.129 eV. The frontier orbital gap comes out at 12.191 eV. Its energy above the lowest of the compared OMol25 structures with the same formula, charge and spin is 190.7 kJ/mol. The largest force on an atom is 4.63 eV/A. As for the total charge: +1. The HOMO energy comes out at -15.32 eV. The structure (SMILES) is CC1(C)[NH2+][C@]1(C)O.


Entry 2:
ORCA calculation (ωB97M-V with the def2-TZVPD basis set) on 2 unconnected molecules or ions with the total composition C5H12NO at a distorted geometry.

Geometry as XYZ:
```
19
Properties=species:S:1:pos:R:3:lowdin_charge:R:1
O 0.786 0.490 1.977 0.220
C 0.977 -0.373 1.204 -0.104
C 0.707 -0.195 -0.317 -0.337
C -0.431 0.847 -0.526 -0.098
C -1.797 0.475 0.071 -0.217
C -2.401 -0.756 -0.649 -0.073
N 1.877 0.148 -0.923 0.375
H 1.387 -1.322 1.572 0.182
H 0.442 -1.127 -0.825 0.147
H -0.050 1.792 -0.138 0.134
H -0.710 0.836 -1.597 0.145
H -2.505 1.285 -0.126 0.134
H -1.742 0.310 1.150 0.111
H -1.660 -1.551 -0.592 0.064
H -3.356 -1.066 -0.229 0.090
H -2.530 -0.509 -1.704 0.086
H 2.277 1.011 -0.502 0.139
H 3.309 -2.753 -3.085 0.018
H 3.183 -2.259 -2.558 -0.013
```

The LUMO energy comes out at -9.058 eV. The frontier orbital gap comes out at 6.930 eV. Its energy above the lowest of the compared OMol25 structures with the same formula, charge and spin is 618.2 kJ/mol. The largest force on an atom is 4.21 eV/A. As for the total charge: +1. The HOMO energy comes out at -15.99 eV.


Entry 3:
ORCA calculation (ωB97M-V with the def2-TZVPD basis set) on 2 unconnected molecules or ions with the total composition C5H12NO at a distorted geometry.

Geometry as XYZ:
```
19
Properties=species:S:1:pos:R:3:lowdin_charge:R:1
C 0.026 -2.243 -0.449 -0.129
C -0.986 -1.642 0.437 -0.194
C -0.217 -0.513 1.237 -0.266
C -0.162 -0.471 2.623 0.157
C -0.402 1.263 -0.423 0.198
N 0.195 0.646 0.538 0.072
H 0.934 -2.653 0.066 0.102
H -0.388 -3.137 -0.996 0.107
H 0.484 -1.552 -1.173 0.075
H -1.800 -1.095 -0.135 0.124
H -1.454 -2.343 1.154 0.131
H -0.908 -0.973 3.179 0.067
H 0.577 0.106 3.214 0.093
H -1.497 1.317 -0.556 0.138
H 0.185 1.572 -1.338 0.122
H 1.170 0.757 0.631 0.164
H 2.132 3.449 -2.524 0.076
H 0.972 4.188 -2.962 0.063
O 1.140 3.323 -2.526 -0.098
```

The LUMO energy comes out at -5.527 eV. The frontier orbital gap comes out at 8.356 eV. Its energy above the lowest of the compared OMol25 structures with the same formula, charge and spin is 273.7 kJ/mol. The largest force on an atom is 5.19 eV/A. As for the total charge: +1. The HOMO energy comes out at -13.88 eV.


Entry 4:
ORCA calculation (ωB97M-V with the def2-TZVPD basis set) on a gas-phase ion, C5H12NO (charge +1) at a distorted geometry.

Geometry as XYZ:
```
19
Properties=species:S:1:pos:R:3:lowdin_charge:R:1
C -1.000 -0.531 0.213 -0.327
C 0.604 -0.337 0.091 -0.043
C -1.059 -0.515 -1.332 -0.051
C -1.492 -1.701 0.970 -0.058
C 1.996 1.492 0.799 0.004
N 0.948 1.090 -0.135 -0.052
O -1.179 0.674 -1.871 0.070
H -1.323 0.337 0.628 0.100
H 1.390 -1.122 -0.105 0.140
H -0.814 -1.313 -2.033 0.152
H -0.722 -2.457 0.901 0.079
H -2.491 -2.051 0.664 0.096
H -1.637 -1.435 2.110 0.136
H 1.765 0.848 1.651 0.105
H 2.934 1.091 0.473 0.101
H 1.990 2.581 1.019 0.124
H 1.083 1.165 -1.209 0.212
H 0.094 1.489 -0.038 0.098
H -1.086 0.697 -2.795 0.112
```

The LUMO energy comes out at -3.350 eV. The frontier orbital gap comes out at 8.727 eV. Its energy above the lowest of the compared OMol25 structures with the same formula, charge and spin is 384.3 kJ/mol. The largest force on an atom is 5.33 eV/A. As for the total charge: +1. The HOMO energy comes out at -12.08 eV.